A molecular structure, C33H49As2N2O13PRuSe2. Source: the OMol25 dataset; level of theory: wB97M-V/def2-TZVPD.

As for the energy above the lowest of the compared OMol25 structures with the same formula, charge and spin: 1.2545 eV. The largest force on an atom is 0.0104 hartree/bohr. The value obtained for the highest occupied orbital energy (spin up / spin down) is -5.1 / -6.4 eV. As for the expectation value of S²: 6.02.

The geometry in ORCA input format:
```
! wB97M-V def2-TZVPD RIJCOSX def2/J DEFGRID3
* xyz 0 5
O -4.314 0.615 -2.352
O -3.464 -0.509 0.145
H 2.899 0.186 3.214
C -2.346 4.080 0.242
H 2.006 1.028 -1.580
C -1.996 1.197 -1.785
H -5.132 0.941 1.988
C -4.799 1.730 -1.608
H -4.165 -0.463 2.434
C 0.140 3.278 -2.062
O 0.106 -1.221 -1.752
H -0.947 3.143 -5.047
Se 0.873 -2.733 3.226
H 1.300 -4.115 -1.779
P -0.523 -2.554 -2.080
H 2.863 5.361 1.478
C -1.701 -3.938 3.319
Se -0.786 -1.273 2.414
H 2.294 -1.668 -1.755
C -1.905 1.252 -0.367
H -2.843 -1.977 -1.984
H 0.503 -3.669 -0.253
O 1.552 4.201 -3.895
H 4.283 1.931 -2.014
H 3.976 -1.805 1.974
C 5.453 -1.860 0.368
C -0.537 -3.590 4.263
O 1.921 -1.714 0.652
C -2.215 -2.753 -1.550
Ru 0.027 -0.100 0.349
H -2.539 -5.355 4.703
C 1.865 5.789 1.549
H -2.499 4.122 -0.835
As -0.560 1.692 -2.986
O 0.899 4.902 0.984
H 2.833 1.921 3.579
O 1.050 1.074 2.942
C 0.337 -3.938 -1.299
C 2.448 3.102 -3.754
H -3.986 -3.797 5.625
H -2.259 1.967 -4.837
C 2.926 1.444 1.510
H -4.852 1.506 -0.546
H 2.091 2.237 -4.310
C 0.603 4.405 -2.960
C 5.614 -1.874 -1.008
H -2.213 3.450 -3.842
H 3.403 3.429 -4.160
H -3.005 -5.756 1.756
H 2.573 2.841 -2.705
H 0.538 -2.760 -4.203
H -3.699 -4.741 3.503
H 5.693 2.597 -0.059
As -0.999 2.675 0.653
H -1.002 -5.946 2.941
O -2.220 -5.375 1.352
H -1.107 -2.083 -4.320
O -3.101 1.142 1.640
O -2.662 -0.254 -3.505
H -2.008 5.055 0.596
C 4.189 -1.801 0.916
C -4.177 0.622 2.409
C -1.267 -5.054 2.358
H -2.578 -3.741 -1.838
H -0.265 -4.847 -1.358
H -0.879 -2.896 5.027
H -5.803 1.922 -1.981
N 2.157 1.127 0.466
H -4.176 2.610 -1.766
C 3.926 1.811 -1.000
C 4.199 1.983 1.354
H -0.126 -4.480 4.744
O 2.205 4.755 -0.827
H -3.270 3.808 0.751
C -2.987 0.469 -2.570
O 0.021 5.454 -2.942
C 2.662 1.305 -0.759
H 0.741 0.982 3.848
H -2.480 -2.967 1.531
H -2.246 -2.649 -0.467
H -0.875 -3.844 -4.081
H -4.062 1.029 3.411
H -2.981 -2.217 3.048
C -2.868 -4.460 4.160
C 0.208 3.429 -0.736
H 4.551 -1.804 -2.878
H 1.574 5.923 2.587
H 6.599 -1.927 -1.451
N 3.094 -1.755 0.125
C 1.197 4.432 -0.240
C -2.159 -2.700 2.532
C 3.230 -1.749 -1.219
H -0.377 -4.730 1.824
H 4.778 2.252 2.229
C 2.451 1.144 2.909
H 1.857 6.745 1.028
C -2.850 0.509 0.438
C 4.708 2.170 0.084
C -1.615 2.677 -4.323
H 6.305 -1.897 1.032
C -0.490 -2.850 -3.848
C 4.479 -1.816 -1.799
O -3.286 -3.448 5.066
*
```

A molecular structure, C33H49As3BaN3. Source: the OMol25 dataset; level of theory: wB97M-V/def2-TZVPD.

As for the energy above the lowest of the compared OMol25 structures with the same formula, charge and spin: 0.0000 eV. The largest force on an atom is 0.0099 hartree/bohr. The value obtained for the highest occupied orbital energy is -9.9 eV.

The geometry in ORCA input format:
```
! wB97M-V def2-TZVPD RIJCOSX def2/J DEFGRID3
* xyz 1 1
H -7.617 3.707 3.538
C 3.073 0.047 -0.599
H -4.478 -0.369 2.169
C -1.172 1.865 3.912
H 4.922 0.165 -1.701
H -4.698 -1.312 0.688
H 6.292 0.407 0.344
H 1.694 3.712 0.339
H -0.278 2.033 4.515
C 3.227 0.176 1.749
H -8.284 4.187 0.514
H -3.994 4.912 2.527
H 0.382 4.356 -2.142
C -0.564 4.552 -1.638
C -4.078 2.507 1.082
C 5.216 0.307 0.419
H -7.073 4.815 -0.600
C 3.033 0.693 6.633
C -3.930 4.150 -0.835
C 2.399 0.047 0.632
H 6.536 0.525 2.622
C -3.634 3.909 0.643
H -3.833 1.472 -2.271
C 4.996 -0.492 7.314
H -4.132 5.941 1.128
H 2.384 1.559 6.677
H 0.699 4.978 1.101
H -0.564 5.573 -1.258
H 0.838 3.366 1.840
H -0.553 -2.710 3.300
C -4.410 0.934 -1.523
C -0.785 -0.600 3.558
H -5.383 1.410 -1.405
C 2.698 -0.354 5.785
H -5.907 3.743 3.958
H -1.372 4.433 -2.356
C -2.469 -2.231 4.160
C -4.390 4.947 1.505
H -1.916 3.928 1.963
H 4.434 1.437 8.074
H 5.898 -0.556 7.909
C -2.876 0.106 4.519
H 0.631 -0.469 5.405
As -0.750 3.295 -0.159
C 1.530 -0.126 3.623
As -6.351 5.067 1.836
C 4.449 0.172 -0.727
H 2.102 -2.810 4.723
H -3.832 2.359 2.140
C -1.221 -1.924 3.635
N 1.518 -0.244 4.985
N 0.439 -0.289 2.919
H -2.787 -3.263 4.226
As -3.470 0.856 0.190
H -6.494 2.614 2.717
C -3.297 -1.214 4.607
C 0.779 3.910 0.897
C -1.631 0.435 3.993
H -1.950 5.251 0.815
H 3.475 -2.368 3.714
H 5.396 -0.412 3.576
C -2.142 4.179 0.923
C 3.509 -1.488 5.680
H -5.165 2.457 1.006
H 3.437 0.322 3.792
H 2.507 -0.057 -1.528
H 5.305 -2.399 6.392
H -4.269 -1.444 5.023
C 4.179 0.624 7.408
H -0.907 2.142 2.887
H -3.524 0.901 4.868
N 2.723 0.187 3.093
H 5.243 1.345 3.481
H -4.978 3.973 -1.070
Ba -0.245 -0.097 0.482
C -4.740 -0.310 1.113
C -7.216 4.209 0.294
H 3.690 -3.521 5.031
H -4.559 -0.089 -1.869
H -3.333 3.493 -1.470
C 4.624 0.309 1.675
C 5.488 0.448 2.904
C 3.174 -2.609 4.737
H -5.755 0.076 1.011
H -3.692 5.180 -1.107
C 4.663 -1.530 6.457
H -1.951 2.544 4.257
H -6.884 3.189 0.102
C -6.609 3.612 3.134
*
```

A molecular structure, C33H49CaN12S3Sb. Source: the OMol25 dataset; level of theory: wB97M-V/def2-TZVPD.

The largest force on an atom is 0.0137 hartree/bohr. The value obtained for the highest occupied orbital energy is -6.6 eV.

The geometry in ORCA input format:
```
! wB97M-V def2-TZVPD RIJCOSX def2/J DEFGRID3
* xyz 0 1
N 3.062 -5.070 0.073
H 3.885 2.507 3.383
C 1.949 -2.171 1.517
H -6.622 -0.161 -4.597
H 4.610 2.818 -2.005
N 1.265 -1.232 1.518
N 2.665 3.613 0.638
C -1.941 -1.695 2.215
H 2.677 3.774 1.628
C -2.566 1.943 -0.555
S 0.068 3.368 1.113
C 2.402 -2.110 -3.723
H 0.475 3.151 5.601
H 3.149 2.190 4.947
C -4.664 -0.910 -4.177
C 1.805 -0.504 -1.874
H 3.255 -5.460 -0.831
C -5.106 1.016 -5.557
H -1.891 4.037 5.588
N -2.874 1.391 0.601
H -0.277 -0.590 -6.020
C -0.963 -4.203 2.646
C 2.578 -3.816 0.199
H -3.545 3.602 0.021
H 2.763 -3.509 -5.301
N -3.158 3.140 -0.787
H -2.213 -1.552 4.336
Ca -0.234 -0.648 -0.309
C 2.162 -2.668 -4.970
H 3.526 -5.458 0.874
H -0.572 -5.204 2.769
H -2.951 -1.874 -0.700
C -3.742 1.170 -5.772
H 2.674 0.283 3.320
N 2.665 -3.265 1.406
C -2.840 0.304 -5.179
C 0.463 -1.043 -5.366
C 3.917 3.571 -0.109
H -0.750 -4.187 0.494
H -2.367 2.765 4.464
H 0.443 2.894 -1.533
C -1.057 -3.645 1.382
N -1.529 -2.417 1.164
H -5.024 -1.740 -3.585
H 2.662 4.260 -2.457
H -5.810 1.701 -6.010
H -0.752 -0.208 7.168
C 1.108 0.235 6.117
H -2.749 3.717 -1.497
H 1.352 1.139 6.680
C -1.887 -2.180 3.517
H 0.663 -0.973 7.886
C 1.439 3.389 0.124
H -0.020 3.493 3.942
Sb 0.232 0.843 4.233
C -2.476 -0.351 1.941
C -1.383 -3.450 3.732
H 2.798 -0.706 -1.450
C 0.690 -0.495 -4.115
C -5.560 -0.023 -4.760
H 3.592 1.691 -1.107
H -1.771 0.440 -5.310
H 3.216 -2.500 -3.119
H -1.317 -3.847 4.738
C 2.924 2.367 3.892
N 1.350 3.205 -1.200
H -3.033 0.165 2.717
H 1.905 1.422 2.226
N 2.021 -3.238 -0.864
H -3.376 1.979 -6.391
H -1.504 -1.800 -4.354
S -1.537 1.326 -1.818
H 1.916 -3.730 -1.735
H 4.683 3.135 0.534
C 3.729 2.742 -1.366
H -3.661 -0.785 -1.830
C 2.122 1.226 3.277
C 2.497 3.239 -2.099
C 1.180 -2.153 -5.806
C 0.205 -0.685 6.935
H 1.814 -2.232 -0.896
S -0.984 -3.087 -2.123
H 0.107 0.366 -3.796
N -2.344 -1.626 -3.823
H 0.997 -2.583 -6.782
C -1.672 3.015 5.270
H -0.023 -1.606 6.391
H -1.903 2.356 6.113
C -2.262 -2.063 -2.555
N -2.279 0.186 0.798
H 2.056 -0.257 5.883
H 2.373 3.311 3.838
H 1.644 0.581 -1.847
N -3.177 -1.657 -1.660
H 2.271 2.616 -2.963
C 1.653 -1.024 -3.230
C -3.300 -0.735 -4.378
H 4.238 4.584 -0.368
C -0.223 2.865 4.810
*
```

A molecular structure, C33H49Cl2F3GeN7O5SSi3Sr at a distorted geometry. Source: the OMol25 dataset; level of theory: wB97M-V/def2-TZVPD.

As for the energy above the lowest of the compared OMol25 structures with the same formula, charge and spin: 2.9684 eV. The largest force on an atom is 0.0525 hartree/bohr. The value obtained for the highest occupied orbital energy (spin up / spin down) is -2.0 / -2.0 eV. As for the expectation value of S²: 0.75.

The geometry in ORCA input format:
```
! wB97M-V def2-TZVPD RIJCOSX def2/J DEFGRID3
* xyz -2 2
C -1.490 2.171 3.615
H 4.507 0.586 -2.375
C -1.154 -1.888 0.784
C -2.400 -4.210 0.552
C -4.491 1.777 -0.564
Cl -2.379 -2.763 -3.938
C 2.676 -4.182 2.571
O -2.468 2.535 5.791
H 3.869 0.045 -3.934
H 1.907 3.397 -3.822
N -5.757 1.360 -0.375
O -0.434 5.451 2.813
C 3.696 0.717 -3.086
H 2.715 2.357 3.047
C -3.784 -4.240 0.329
C 2.109 -0.418 4.016
O -1.586 0.904 3.575
C -1.007 4.435 3.191
N 2.789 -1.445 3.366
C -2.062 4.388 4.262
H -1.763 3.523 -1.600
H 0.001 5.945 -0.753
C 2.021 -1.550 -1.853
H -1.188 4.469 -2.978
H 1.522 5.086 -3.500
C 3.109 3.092 2.349
H 3.838 4.498 -0.536
S -3.530 2.098 0.837
N 2.105 -1.017 1.178
Cl -2.710 -0.449 -2.144
H -1.834 -7.565 0.447
N -3.937 1.936 -1.778
Ge 1.464 1.753 -0.571
Si 0.721 3.775 -1.611
H 1.713 5.710 -0.376
H 1.894 -2.169 -2.747
H 0.871 1.309 -4.347
C -1.719 -5.440 0.592
Si 3.422 2.316 0.677
F -5.674 -7.817 -0.551
H -6.564 0.936 -3.610
H -0.651 -5.427 0.761
C 1.903 4.162 -3.050
C 0.740 5.215 -0.407
H -3.190 1.022 -4.273
N 2.604 -0.225 5.320
O -2.739 5.306 4.674
H 2.929 4.337 -2.741
H 5.295 3.814 0.196
H 3.880 -2.609 -0.134
H 5.597 1.240 1.080
H 0.652 0.830 4.058
C -5.967 1.190 -2.746
H 1.830 -4.678 2.076
H -5.519 -5.425 -0.019
C -6.458 1.084 -1.450
H 0.855 -0.452 -4.419
C 0.737 0.408 -3.752
H 3.630 -1.788 3.800
C -3.958 1.791 -4.171
H 3.731 1.740 -3.448
Si 2.002 0.272 -2.352
H 1.996 0.366 5.869
C -0.984 3.593 -2.354
Sr -0.966 0.813 1.391
C -3.759 -6.638 0.196
H 1.947 -1.511 0.305
H -4.318 -3.301 0.294
N 1.178 0.207 3.449
H 4.064 3.478 2.721
C -4.654 1.638 -2.850
H 1.224 -1.799 -1.150
H 4.636 0.190 0.036
H 4.288 0.240 1.750
F -4.725 -8.536 1.252
N 3.177 -3.076 1.777
C 3.370 -3.419 0.385
H -1.087 2.707 -2.981
C -1.706 -1.826 -2.567
H 2.381 3.893 2.289
C -0.738 3.064 2.769
H -3.451 2.754 -4.209
C -4.452 -5.434 0.156
H -0.730 -1.479 -2.891
H 4.682 3.177 -1.336
C -2.097 2.949 4.706
H -1.633 -2.474 -1.700
O 0.137 2.769 1.880
C 4.592 0.847 0.900
C 2.629 -1.799 2.024
H 2.330 -3.823 3.537
C -1.711 -2.978 0.707
H -0.290 0.427 -3.396
H 0.473 4.927 0.605
H 2.802 -1.091 5.802
H 2.972 -1.820 -1.391
C 4.386 3.574 -0.367
H 2.428 -3.631 -0.138
H 3.463 -4.926 2.730
C -4.477 -7.938 0.057
H -7.483 0.750 -1.284
H 3.994 -4.313 0.327
F -3.773 -8.848 -0.658
H -4.652 1.706 -5.007
C -2.385 -6.633 0.418
*
```

3 unconnected molecules or ions with the total composition C33H49N3O7S2 at a distorted geometry. Source: the OMol25 dataset; level of theory: wB97M-V/def2-TZVPD.

The largest force on an atom is 0.1428 hartree/bohr. The value obtained for the highest occupied orbital energy is -7.5 eV.

The geometry in ORCA input format:
```
! wB97M-V def2-TZVPD RIJCOSX def2/J DEFGRID3
* xyz 0 1
H 3.437 2.862 -1.446
H 6.767 5.591 -6.290
H -4.860 -1.693 2.414
O 0.645 -5.090 2.425
H -5.080 3.576 -0.973
C -1.129 -0.105 0.330
H 6.686 5.136 -3.278
H 6.892 2.820 -3.570
C 3.811 -2.634 0.763
H 2.323 -5.689 0.134
C 5.470 3.368 -5.086
C 0.307 2.994 4.262
C -0.153 0.850 1.238
O -1.998 -2.450 -0.582
C 1.160 -1.607 2.150
H 7.553 2.982 -5.236
H -3.834 -1.192 -0.369
H 1.988 -4.038 -0.856
H -6.631 -2.217 -1.363
H -3.013 -1.968 1.234
O -8.950 1.460 -1.551
C 4.690 0.869 -2.508
C 0.149 -2.527 1.187
S 0.262 -4.410 1.053
N -0.422 2.349 1.104
H -0.725 2.901 3.671
H -3.604 -4.714 -1.754
C 6.230 5.497 -5.340
C 6.850 3.387 -4.503
H 1.777 1.527 5.394
C 2.304 -2.341 3.066
H -4.736 0.911 -1.393
C 1.918 1.055 3.117
O 5.126 4.613 -5.527
C 3.935 1.804 -1.392
H -0.010 3.342 5.358
H -6.731 -1.460 2.325
H -7.774 -1.954 0.121
N 4.813 -0.483 -0.312
H -5.440 -4.848 -1.330
H -7.608 -3.737 -0.620
H 3.128 -4.359 2.094
C 1.495 -4.959 -0.299
C -7.018 -2.728 -0.377
C 7.073 4.860 -4.267
C 1.242 4.213 3.664
C 0.975 0.055 2.164
C -5.720 2.841 -1.468
H 4.791 1.210 -3.623
C -7.772 1.723 -1.377
H -3.909 -4.233 0.758
C 3.401 -3.230 2.234
H 4.982 -0.957 1.895
H -5.604 -0.644 0.959
C 4.994 -1.453 0.834
H 2.259 4.364 4.249
O -6.793 0.788 -1.197
H -4.865 -3.300 -2.258
C 4.097 0.830 -0.084
C -5.808 -2.969 0.743
H 2.914 -2.295 0.093
C 5.219 -0.534 -1.770
C -1.002 -1.761 0.301
H 1.434 3.943 2.518
H 1.724 -3.107 3.774
H 3.770 0.973 1.031
H -7.587 3.749 -2.072
H 0.621 5.232 3.628
N -2.066 0.830 -0.402
C 1.084 1.561 4.440
H 5.866 6.484 -5.040
H 0.924 -5.568 -1.151
S -1.791 2.509 -0.007
O 4.760 2.381 -5.192
H -5.403 1.447 0.169
H -5.476 2.845 -2.537
H 2.891 -1.627 3.793
H -7.413 3.517 -0.297
C -5.751 -1.594 1.659
H 4.401 -3.217 2.887
H 8.124 5.156 -4.312
O -1.098 -5.081 0.645
C -4.368 -3.382 0.063
C -5.560 1.449 -0.915
H 0.234 0.745 4.631
H 5.821 -1.399 -2.291
H -6.113 -3.840 1.496
H 6.034 -2.019 0.686
C -3.299 -2.137 0.091
C -4.539 -4.085 -1.428
H 2.270 1.933 2.403
C -7.193 3.102 -1.284
H 2.891 0.534 3.504
H 4.332 -3.533 0.175
*
```